Entry 1:
C11H22BeN3O | the ωB97M-V functional and the def2-TZVPD basis

For the gap between HOMO and LUMO (spin up / spin down), the calculation gives 0.14803 / 0.20262 hartree. As for the calculated total energy: -18679.9304 eV. As for the charge: -1. The LUMO energy (spin up / spin down) comes out at 0.1149 / 0.1162 Ha.

```
38
Properties=species:S:1:pos:R:3:nbo_charge:R:1
C -1.2407 1.0645 -4.9603 -1.397
Be 0.1718 0.4500 -3.9806 1.489
N 0.6364 -1.6456 -4.1997 -1.129
H -1.6600 0.2373 -3.7727 -0.093
H 1.4975 0.3746 -4.3168 -0.714
H -1.6040 1.9078 -4.3897 0.224
H -1.9080 0.3695 -5.4983 0.224
H -0.7610 1.5888 -5.8554 0.200
H 0.0810 -2.0189 -3.4191 0.390
H 1.6528 -1.8297 -4.1609 0.396
H 0.2240 -1.8790 -5.1027 0.372
C -2.4272 -0.8016 3.7741 -0.633
C -0.9558 -1.1764 3.6804 -0.211
N -0.2129 -0.4430 2.6156 -0.479
C 0.0869 0.9627 2.9698 -0.221
C 1.0185 1.0481 4.1793 -0.623
C -0.4771 -0.8299 1.3007 0.657
O -1.3503 -1.6652 1.0398 -0.687
C 0.3764 -0.2427 0.2026 -0.286
C 1.6863 0.1681 0.4417 -0.352
C 2.4119 0.7196 -0.6085 -0.236
C 1.8192 0.7690 -1.8884 -0.111
N 0.5763 0.2895 -2.1608 -0.746
C -0.1286 -0.2436 -1.1108 0.113
H -2.5633 0.2865 3.8783 0.193
H -2.8452 -1.2985 4.6586 0.193
H -2.9550 -1.1661 2.8800 0.242
H -0.4229 -0.9412 4.6122 0.180
H -0.8499 -2.2455 3.4424 0.217
H 0.5543 1.4653 2.1138 0.239
H -0.8605 1.4876 3.2036 0.169
H 1.8759 0.3673 4.0733 0.213
H 1.4072 2.0728 4.2418 0.206
H 0.4914 0.8212 5.1157 0.193
H 2.0930 0.0935 1.4531 0.190
H 3.3899 1.1540 -0.4336 0.194
H 2.3270 1.2847 -2.7014 0.211
H -1.1553 -0.5560 -1.3169 0.213
```

Entry 2:
C11H22Br7O2PS | the ωB97M-V functional and the def2-TZVPD basis

For the gap between HOMO and LUMO, the calculation gives 0.34502 hartree. As for the SMILES: C[C@@H](Br)C[C@H](OC=O)[PH2]=S.BrCCBr.BrCCBr.BrCCBr. As for the calculated total energy: -526280.2534 eV. The LUMO energy comes out at 0.0161 Ha.

```
44
Properties=species:S:1:pos:R:3:nbo_charge:R:1
C -3.3598 4.7235 0.6811 -0.635
C -2.3419 3.7737 1.2742 -0.205
Br -2.0975 2.2473 0.0880 -0.023
C -1.0299 4.4145 1.6887 -0.465
C -0.0168 4.7333 0.5989 -0.185
O -0.6811 5.2845 -0.5612 -0.541
C -0.1492 5.0386 -1.7897 0.631
O -0.8190 4.5899 -2.7005 -0.515
P 1.1789 3.3286 0.2826 0.800
S 1.8845 2.5392 1.9117 -0.568
H -2.9992 5.2344 -0.1943 0.235
H -3.7119 5.4031 1.4450 0.212
H -4.2159 4.1383 0.3740 0.221
H -2.7837 3.3672 2.1689 0.222
H -0.5146 3.7869 2.4027 0.260
H -1.2830 5.3531 2.1630 0.227
H 0.6322 5.5097 0.9910 0.218
H 0.8697 5.3925 -1.9594 0.123
H 2.2176 3.9339 -0.4462 -0.032
H 0.5959 2.4306 -0.6174 0.012
Br 1.5338 0.2214 -2.3815 -0.029
C 0.1163 -0.8104 -3.2345 -0.446
C -1.2010 -0.6345 -2.5321 -0.449
Br -1.2687 -1.6199 -0.8532 -0.009
H 0.4482 -1.8415 -3.2443 0.241
H 0.0574 -0.4379 -4.2544 0.231
H -2.0106 -1.0331 -3.1387 0.233
H -1.4085 0.4030 -2.2901 0.231
Br 0.6108 -4.6340 -2.9233 -0.027
C 1.4836 -4.2519 -1.2229 -0.445
C 2.9387 -4.6288 -1.2535 -0.448
Br 3.1868 -6.5544 -1.1162 -0.017
H 0.9287 -4.7839 -0.4592 0.230
H 1.3671 -3.1807 -1.0705 0.241
H 3.4544 -4.2060 -0.3964 0.232
H 3.4346 -4.3131 -2.1647 0.232
Br 2.6715 -4.9850 2.2960 -0.016
C 1.2484 -5.5732 3.4826 -0.445
C -0.1040 -5.4291 2.8388 -0.449
Br -0.6883 -3.5737 2.7996 -0.007
H 1.3420 -4.9928 4.3935 0.233
H 1.4589 -6.6189 3.6939 0.230
H -0.8566 -5.9606 3.4160 0.231
H -0.1188 -5.7841 1.8140 0.229
```

Entry 3:
C11H22CaCl2NO3 | the ωB97M-V functional and the def2-TZVPD basis

For the gap between HOMO and LUMO, the calculation gives 0.08953 hartree. As for the calculated total energy: -62871.7425 eV. As for the charge: -3. The LUMO energy comes out at 0.2137 Ha.

```
40
Properties=species:S:1:pos:R:3:nbo_charge:R:1
Ca 0.6682 2.6470 0.0427 1.730
Cl 0.0763 5.7847 1.5348 -0.955
Cl 0.8366 3.2548 -3.4141 -0.962
C -3.1122 1.0666 0.3680 -0.602
C -2.5936 -0.3826 0.0910 0.138
C -2.9655 -0.5345 -1.4429 -0.399
C -2.4747 -1.7480 -2.1476 -0.400
C -0.9143 -1.6940 -2.0677 -0.398
C -0.3918 -1.5765 -0.6407 0.137
N -1.1265 -0.5703 0.1366 -0.263
O -0.4919 -0.1730 1.3482 -0.862
C 1.1151 -1.2135 -0.9163 -0.615
C -0.4393 -2.9615 0.1253 -0.641
C -3.3956 -1.3545 0.9409 -0.648
H -4.1243 1.2470 0.0059 0.194
H -2.3594 1.7720 0.0161 0.189
H -3.0488 1.0869 1.4560 0.222
H -2.5934 0.2803 -2.0639 0.207
H -4.0352 -0.5341 -1.6521 0.175
H -2.6745 -1.5932 -3.2078 0.189
H -2.9108 -2.6675 -1.7571 0.179
H -0.5427 -0.9725 -2.7954 0.215
H -0.5791 -2.6685 -2.4226 0.181
H 1.3372 -0.2579 -1.3913 0.208
H 1.5849 -2.0717 -1.3967 0.190
H 1.5855 -1.2605 0.0659 0.238
H -0.0367 -3.6925 -0.5758 0.171
H -1.3966 -3.3953 0.4145 0.195
H 0.2300 -2.9363 0.9852 0.228
H -2.8960 -1.5207 1.8954 0.235
H -3.4889 -2.3032 0.4123 0.185
H -4.4051 -1.0106 1.1663 0.183
O 6.0691 4.2729 3.3400 -1.013
C 6.3021 3.1884 2.4019 -0.092
C 5.1141 2.2551 1.7694 -0.097
O 3.8142 2.7181 2.0460 -0.926
H 7.1085 2.5402 2.7451 0.059
H 6.7963 3.7957 1.6435 0.084
H 5.0655 1.2535 2.1965 0.066
H 5.2932 1.9298 0.7446 0.075
```